# 1
18
Properties=species:S:1:pos:R:3:forces:R:3:mulliken_charge:R:1 method="wB97M-V/def2-TZVPD" total_energy_ha=-401.307496 spin_multiplicity=1 homo_lumo_gap_ev=9.993 mol_weight_g_mol=109.125 largest_force_ha_per_bohr=0.024 charge=0 smiles="C=CN=C.O.O.O" e_above_lowest_kcal_mol=66.2
C -3.318825 -1.388411 -0.767860 0.7 0.9 -0.6 -0.715
C -2.999733 -1.561729 0.503846 -0.5 -0.2 -0.2 -0.004
N -2.252740 -0.605348 1.219088 -0.1 -0.1 -0.3 -0.446
C -1.482763 -1.065697 2.105952 -0.2 0.3 0.0 -0.197
H -3.003050 -0.463317 -1.249486 -0.1 -0.1 0.1 0.264
H -3.740125 -2.126450 -1.427897 -0.4 -0.3 0.3 0.275
H -3.359028 -2.444032 1.019195 0.3 -0.3 0.3 0.342
H -0.875265 -0.352197 2.652494 0.1 -0.2 0.2 0.260
H -1.440025 -2.136418 2.317463 0.2 0.0 0.2 0.223
O 1.570443 -1.477843 -0.490479 0.0 -0.4 -0.3 -0.637
H 2.349373 -2.037897 -0.401865 0.1 0.1 0.1 0.319
H 1.072008 -1.924324 -1.189678 0.0 0.3 0.2 0.316
O 6.310327 2.065351 3.046498 -0.2 0.1 0.2 -0.644
H 5.690535 2.266157 3.764532 0.2 0.0 -0.3 0.322
H 6.190497 2.768132 2.398770 0.0 0.0 0.1 0.321
O -0.525106 3.663629 -4.337379 -0.4 0.1 0.1 -0.639
H 0.395604 3.913447 -4.235260 0.1 -0.2 -0.2 0.320
H -0.582127 2.906940 -4.927937 0.3 0.1 0.0 0.319

***

# 2
18
Properties=species:S:1:pos:R:3:forces:R:3:mulliken_charge:R:1 method="wB97M-V/def2-TZVPD" s_squared=0.755 total_energy_ha=-401.013458 spin_multiplicity=2 homo_lumo_gap_ev="10.823 / 5.792" mol_weight_g_mol=109.125 largest_force_ha_per_bohr=0.039 charge=+1 e_above_lowest_kcal_mol=24.2
C -1.007763 1.102234 0.112635 -0.1 0.5 1.0 -0.453
C -0.309696 1.119424 -1.251122 -0.5 0.3 -0.5 -0.445
O -0.090361 -0.204158 -1.695344 0.4 0.4 0.6 -0.518
N -0.551201 0.043181 0.968446 0.8 -0.4 -1.3 0.023
C -1.359190 -0.885687 1.693482 -1.4 -0.7 1.2 -0.259
O -2.195386 -1.619375 0.801917 0.6 0.7 -0.5 -0.412
H -2.100443 1.077815 0.130243 0.0 0.1 -0.3 0.401
H -0.701044 2.031275 0.629059 -0.2 0.1 0.1 0.324
H -0.940778 1.672862 -1.946421 -0.4 -0.1 0.1 0.356
H 0.573697 1.762799 -1.256296 0.5 -0.7 0.3 0.350
H -0.756739 -0.385337 -2.348183 -0.2 -0.4 -0.7 0.343
H 0.346449 -0.360320 0.669253 0.0 0.3 0.3 0.332
H -2.046897 -0.413327 2.412220 0.4 0.5 -0.3 0.286
H -0.732230 -1.554154 2.289622 0.2 0.0 -0.4 0.327
H -1.982667 -1.384564 -0.120603 -0.1 -0.5 0.3 0.344
H 3.887478 0.720873 0.083977 0.2 -0.1 -0.2 0.280
H 5.341809 0.361903 0.217959 0.4 -0.1 0.1 0.334
O 4.621253 0.328163 -0.409933 -0.7 0.2 0.1 -0.612

***

# 3
18
Properties=species:S:1:pos:R:3:forces:R:3:mulliken_charge:R:1 method="wB97M-V/def2-TZVPD" s_squared=0.756 total_energy_ha=-400.950067 spin_multiplicity=2 homo_lumo_gap_ev="11.586 / 5.208" mol_weight_g_mol=109.125 largest_force_ha_per_bohr=0.099 charge=+1 e_above_lowest_kcal_mol=63.9
C 0.288663 -0.540482 -0.443910 -0.2 -0.6 0.4 -0.638
C 1.632613 0.212042 -0.758932 1.5 0.0 -1.9 -0.171
O 2.731643 -0.593412 -0.301325 -1.4 0.6 -0.6 -0.414
N -0.703557 0.225874 0.325836 5.0 -0.8 -0.5 -0.005
C -0.872084 -0.373237 1.597703 -1.1 -2.2 1.7 -0.509
O 0.464827 -0.550949 2.097306 0.0 1.3 0.7 -0.472
H -0.176575 -0.864341 -1.350511 -0.3 0.2 -1.6 0.443
H 0.526402 -1.603664 -0.071978 -0.6 1.5 0.3 0.351
H 1.645785 1.287684 -0.379470 0.0 -1.4 -0.3 0.301
H 1.840761 0.211153 -1.916398 -0.7 0.3 2.3 0.280
H 2.649835 -0.917810 0.601865 -0.2 0.4 0.4 0.324
H -0.211712 1.140867 0.472980 -1.5 0.0 -0.4 0.346
H -1.710471 0.131768 2.085374 1.0 0.7 1.0 0.410
H -1.202416 -1.398468 1.574580 -0.8 -0.4 -1.0 0.400
H 0.536433 -1.071051 2.924710 -0.6 0.5 -0.5 0.338
H -2.484792 1.132011 -1.509207 0.7 -1.2 1.4 0.299
H -2.085194 1.908919 -2.783840 -2.2 -0.6 1.6 0.338
O -2.870160 1.663097 -2.164784 1.5 1.8 -3.0 -0.621

***

Please write out number 3 again, unchanged.
18
Properties=species:S:1:pos:R:3:forces:R:3:mulliken_charge:R:1 method="wB97M-V/def2-TZVPD" s_squared=0.756 total_energy_ha=-400.950067 spin_multiplicity=2 homo_lumo_gap_ev="11.586 / 5.208" mol_weight_g_mol=109.125 largest_force_ha_per_bohr=0.099 charge=+1 e_above_lowest_kcal_mol=63.9
C 0.288663 -0.540482 -0.443910 -0.2 -0.6 0.4 -0.638
C 1.632613 0.212042 -0.758932 1.5 0.0 -1.9 -0.171
O 2.731643 -0.593412 -0.301325 -1.4 0.6 -0.6 -0.414
N -0.703557 0.225874 0.325836 5.0 -0.8 -0.5 -0.005
C -0.872084 -0.373237 1.597703 -1.1 -2.2 1.7 -0.509
O 0.464827 -0.550949 2.097306 0.0 1.3 0.7 -0.472
H -0.176575 -0.864341 -1.350511 -0.3 0.2 -1.6 0.443
H 0.526402 -1.603664 -0.071978 -0.6 1.5 0.3 0.351
H 1.645785 1.287684 -0.379470 0.0 -1.4 -0.3 0.301
H 1.840761 0.211153 -1.916398 -0.7 0.3 2.3 0.280
H 2.649835 -0.917810 0.601865 -0.2 0.4 0.4 0.324
H -0.211712 1.140867 0.472980 -1.5 0.0 -0.4 0.346
H -1.710471 0.131768 2.085374 1.0 0.7 1.0 0.410
H -1.202416 -1.398468 1.574580 -0.8 -0.4 -1.0 0.400
H 0.536433 -1.071051 2.924710 -0.6 0.5 -0.5 0.338
H -2.484792 1.132011 -1.509207 0.7 -1.2 1.4 0.299
H -2.085194 1.908919 -2.783840 -2.2 -0.6 1.6 0.338
O -2.870160 1.663097 -2.164784 1.5 1.8 -3.0 -0.621